[1]
12
Properties=species:S:1:pos:R:3:forces:R:3 method="wB97M-V/def2-TZVPD" homo_ha="-0.4873 / -0.4922" gap_ev="7.9 / 8.2" fmax_ev_per_a=5.05 e_tot_ha=-987.82891 spin_multiplicity=7 total_charge=+1
C 1.374558 -1.183680 3.475544 0.3 0.0 0.4
O 0.735175 -0.983105 2.232711 -1.2 -0.8 0.0
C 1.440822 -0.237581 1.228294 0.1 0.3 -0.7
O 0.675618 -0.370452 0.102893 -1.5 -0.1 0.0
Sm -1.225922 -1.792035 0.868630 1.7 1.9 -0.6
H 0.656581 -1.725264 4.100354 0.3 0.2 0.1
H 2.275381 -1.798589 3.333728 -0.1 0.3 0.2
H 1.617739 -0.208218 3.920379 0.0 -0.4 0.0
H 2.439517 -0.695799 1.117171 -0.2 0.2 0.0
H 1.511202 0.808858 1.577318 0.1 -0.3 -0.1
H -0.415456 0.992116 -0.396798 -4.3 -0.1 0.1
F -1.588484 1.183641 -0.436560 4.9 -1.3 0.4

***

[2]
10
Properties=species:S:1:pos:R:3:forces:R:3 method="wB97M-V/def2-TZVPD" homo_ha="-0.2643 / -0.2675" gap_ev="2.7 / 2.8" fmax_ev_per_a=1.04 e_tot_ha=-2631.20259 total_charge=0
C -0.347969 0.056749 -0.496088 1.0 -0.1 -0.2
C -0.708541 -0.406124 0.845608 0.2 -0.6 0.0
C -1.221700 1.037568 -0.841443 0.0 -0.2 0.1
C -1.723467 0.430561 1.113744 -0.1 0.3 0.6
O -2.134848 1.234746 0.162378 -0.3 -0.4 0.7
Se 3.429056 -0.782312 0.596900 -0.3 0.1 0.0
H 0.554339 -0.244523 -1.062640 -0.8 0.2 0.5
H -0.282888 -1.155230 1.526138 -0.2 0.5 -0.8
H -1.386445 1.751639 -1.605738 0.4 0.2 -0.9
H 3.822465 -1.923077 -0.238859 0.0 0.0 0.0

***

[3]
16
Properties=species:S:1:pos:R:3:forces:R:3 method="wB97M-V/def2-TZVPD" homo_ha=-0.5652 gap_ev=11.1 fmax_ev_per_a=3.25 e_tot_ha=-288.12158 smiles="C[N+](C)=CCO" total_charge=+1
C -0.772435 -0.153221 -0.455465 0.8 -0.4 -3.1
C -0.979813 0.620287 1.754655 -0.8 0.4 1.0
C 1.219913 0.144060 0.870178 1.4 -0.1 0.0
C -0.157901 -0.479093 -1.928033 -0.7 0.3 2.4
N -0.199503 0.161159 0.631734 -0.4 -0.2 -0.5
O 1.189864 -0.800673 -1.871877 0.2 -0.1 -0.1
H -1.853171 -0.100767 -0.510953 -0.1 0.1 0.3
H -0.732219 0.050154 2.649600 0.1 -0.1 -0.1
H -2.048476 0.537727 1.563959 0.1 -0.1 -0.1
H -0.747290 1.668291 1.950197 0.1 -0.1 -0.1
H 1.761810 -0.193331 -0.009086 -0.1 0.1 0.2
H 1.434241 -0.521163 1.708200 -0.1 0.0 0.0
H 1.550239 1.145350 1.147360 -0.1 0.0 0.0
H -0.780593 -1.286354 -2.327491 0.0 0.1 0.0
H -0.353896 0.446583 -2.488218 -0.1 -0.1 0.0
H 1.469229 -1.239010 -2.684760 -0.1 0.0 0.0

***

[4]
91
Properties=species:S:1:pos:R:3:forces:R:3 method="wB97M-V/def2-TZVPD" homo_ha=-0.3377 gap_ev=9.0 fmax_ev_per_a=0.40 e_tot_ha=-2395.87067 smiles=C[C@@H](F)B(Cl)C(F)(F)F.C1CCOC1.C1CCOC1.C1CCOC1.C1CCOC1.C1CCOC1.C1CCOC1 total_charge=0
C 2.925173 3.483392 -2.480709 -0.1 0.3 0.1
C 1.761745 4.139265 -1.729875 0.1 0.1 -0.2
F 1.751134 5.524338 -2.001059 0.0 -0.3 0.1
B 0.380295 3.477723 -2.070791 0.0 -0.1 0.3
Cl 0.289028 1.746198 -2.101275 -0.1 0.0 0.0
C -1.022337 4.248638 -2.292534 -0.3 0.2 0.1
F -1.654000 3.843076 -3.415167 0.0 -0.1 0.0
F -0.950209 5.583326 -2.356193 0.1 0.0 -0.1
F -1.857545 3.976851 -1.247091 0.2 -0.1 -0.2
H 3.829820 4.063626 -2.273188 -0.1 -0.1 -0.1
H 3.065863 2.456321 -2.130882 0.0 0.2 -0.1
H 2.735936 3.483230 -3.561068 0.1 0.0 0.2
H 1.934050 4.029479 -0.644506 -0.1 0.0 -0.2
C 6.811015 0.526710 -2.459470 0.0 -0.1 0.1
C 6.415024 -0.903600 -2.090277 0.0 0.0 0.0
C 5.113684 -0.681161 -1.329242 0.0 -0.1 0.0
O 4.512029 0.482092 -1.914446 0.0 0.1 0.0
C 5.451237 1.139601 -2.760825 0.0 0.0 -0.1
H 7.498482 0.592812 -3.301677 0.0 0.0 0.0
H 7.270157 1.023875 -1.601889 0.0 0.0 0.0
H 6.230186 -1.489716 -2.993120 0.0 0.0 0.0
H 7.161023 -1.426793 -1.493015 0.0 0.0 0.0
H 5.306947 -0.483321 -0.268940 0.0 0.0 0.0
H 4.412352 -1.510627 -1.403456 0.0 0.1 0.0
H 5.170245 0.971756 -3.807251 0.0 0.0 0.0
H 5.411954 2.211338 -2.563266 0.0 0.0 0.0
C -5.653203 3.295440 -2.074098 0.0 0.0 0.0
C -7.066137 2.752623 -1.869595 0.0 0.0 0.0
C -6.781702 1.346060 -1.358365 0.0 0.0 0.0
O -5.551938 1.424378 -0.636940 0.0 0.0 0.0
C -4.917021 2.682217 -0.891502 -0.1 0.0 0.0
H -5.599736 4.382994 -2.081219 0.0 0.0 0.0
H -5.235151 2.926388 -3.012883 0.0 0.0 0.0
H -7.586747 3.335326 -1.106312 0.0 0.0 0.0
H -7.672747 2.755462 -2.774117 0.0 0.0 0.0
H -6.666141 0.638305 -2.186351 0.0 0.0 0.0
H -7.559444 0.968349 -0.691578 0.0 0.0 0.0
H -5.008545 3.310199 0.002342 0.0 0.0 0.0
H -3.860548 2.512930 -1.090385 0.0 0.0 0.0
C -3.070059 0.241422 3.220477 0.0 0.0 0.1
C -3.410782 0.975836 1.930045 0.0 0.0 -0.1
C -2.066943 1.595159 1.568061 0.0 0.0 0.0
O -1.066343 0.692764 2.056172 0.0 0.0 0.0
C -1.669619 -0.269108 2.928611 0.0 0.1 -0.1
H -3.775841 -0.550891 3.455322 0.0 0.0 0.0
H -3.050059 0.941546 4.059628 0.0 0.0 0.0
H -3.724909 0.269782 1.159629 0.0 0.0 0.0
H -4.203875 1.712325 2.046926 0.0 0.0 0.0
H -1.932179 2.569461 2.052177 0.0 0.0 0.0
H -1.929264 1.723233 0.492936 0.0 0.0 0.0
H -1.708115 -1.237556 2.418896 0.0 -0.1 0.0
H -1.049161 -0.374492 3.819851 0.0 0.0 0.0
C 0.128054 -2.048178 -0.238793 0.0 0.0 -0.1
C 0.371652 -3.550500 -0.366374 0.0 0.0 0.0
C 1.599215 -3.583405 -1.267503 0.0 0.0 0.0
O 2.343144 -2.402027 -0.969693 0.0 0.0 0.0
C 1.550270 -1.512212 -0.176823 0.0 0.0 0.0
H -0.457805 -1.769619 0.631515 0.0 0.1 0.1
H -0.382227 -1.670892 -1.128359 0.0 0.0 0.0
H 0.605885 -3.979182 0.610587 0.0 0.0 0.0
H -0.471392 -4.097570 -0.786557 0.0 0.0 0.0
H 1.313145 -3.569333 -2.325112 0.0 0.0 0.0
H 2.236866 -4.451538 -1.094628 0.0 0.0 0.0
H 1.932537 -1.511859 0.849463 0.0 0.0 0.0
H 1.640757 -0.503123 -0.576389 0.1 0.0 0.0
C 8.731154 -4.268247 1.568357 0.0 0.0 0.0
C 9.445741 -3.777680 0.310942 0.0 0.0 0.0
C 8.482807 -4.226980 -0.780524 0.0 0.0 0.0
O 7.177328 -4.176733 -0.206120 0.0 0.0 0.0
C 7.273660 -4.009869 1.209214 0.0 0.0 0.0
H 9.037153 -3.750683 2.476384 0.0 0.0 0.0
H 8.903958 -5.337341 1.708364 0.0 0.0 0.0
H 9.524463 -2.688229 0.322582 0.0 0.0 0.0
H 10.445497 -4.190572 0.184448 0.0 0.0 0.0
H 8.692111 -5.253650 -1.099299 0.0 0.0 0.0
H 8.504038 -3.581676 -1.660271 0.0 0.0 0.0
H 6.974886 -2.988738 1.470756 0.0 0.0 0.0
H 6.583491 -4.703933 1.689900 0.0 0.0 0.0
C -8.339815 -0.635384 4.216652 0.0 0.0 0.0
C -8.575642 0.103843 2.900314 0.0 0.0 0.0
C -7.187660 0.659849 2.609970 0.0 0.0 -0.1
O -6.262809 -0.282401 3.155197 0.0 0.0 0.0
C -6.946818 -1.211484 3.995565 0.0 0.0 0.0
H -9.082597 -1.403450 4.427537 0.0 0.0 0.0
H -8.330678 0.070500 5.049806 0.0 0.0 0.0
H -8.873456 -0.599714 2.119758 0.0 0.0 0.0
H -9.334227 0.882637 2.966276 0.0 0.0 0.0
H -7.039020 1.629544 3.098745 0.0 0.0 0.0
H -6.974387 0.775448 1.546604 0.0 0.0 0.0
H -6.996370 -2.182537 3.490803 0.0 0.0 0.0
H -6.379986 -1.331665 4.920186 0.0 0.0 0.0